Entry 1:
Computed, not measured: a cluster of 11 separate species, C35H53N12 in total at a distorted geometry, with the ωB97M-V functional and the def2-TZVPD basis.

XYZ file:
```
100
Properties=species:S:1:pos:R:3:forces:R:3:mulliken_charge:R:1
C 5.06106 0.25032 1.82446 -1.1803 0.2954 -1.2160 -1.11
C 4.29447 -0.53473 0.68159 -2.1133 -1.6818 -1.9471 0.26
C 4.90719 -0.97923 -0.62454 -1.9152 -0.4201 0.4545 -0.46
C 4.12418 -1.73346 -1.70060 -1.9780 1.4784 3.9444 -0.73
C 2.65905 -1.98093 -1.40005 1.4850 1.0314 1.2546 -0.51
C 1.95622 -1.53903 -0.09588 3.1783 0.2135 -1.6946 0.15
C 0.41538 -1.86800 0.03607 0.7830 -0.2301 0.1840 -0.80
C -0.57994 -0.61775 0.20820 -0.1211 -1.0956 0.8038 0.89
C -0.81169 -0.38620 1.78292 -0.7751 0.9384 -0.0939 -1.02
C 0.05763 0.77761 2.45112 -0.4692 0.1212 0.6222 -0.89
C 0.65873 1.84714 1.44536 0.4734 0.7068 2.3995 -0.30
N -0.17111 1.95436 0.21237 0.9382 0.1832 -0.7178 -0.02
C -0.21379 0.68700 -0.61237 -0.9983 -0.6363 -1.2453 -1.06
C 2.81775 -0.84526 0.91450 1.0555 -0.6336 -2.2201 -0.20
H 4.26357 0.61815 2.55651 1.2948 -0.6926 -0.7192 0.23
H 5.84461 -0.38192 2.33090 -0.8412 0.8541 -0.5496 0.30
H 5.47339 1.19590 1.34233 -0.0604 -1.2874 0.8093 0.33
H 6.00785 -0.73772 -0.77886 -1.5942 -0.4202 0.1092 0.31
H 4.59801 -2.08144 -2.66165 -0.6374 0.4699 1.3224 0.50
H 2.06852 -2.54051 -2.19718 0.7155 0.8836 1.2871 0.23
H 0.09061 -2.50576 -0.85085 0.6253 0.9668 0.9823 0.19
H 0.30386 -2.55160 0.94634 -0.0490 0.9731 -1.2317 0.26
H -1.59178 -0.96907 -0.19604 1.4312 0.4438 0.5483 0.28
H -0.73423 -1.34812 2.39050 0.0277 1.3121 -1.0941 0.37
H -1.90716 -0.06840 1.89267 1.4632 -0.4139 -0.0530 0.31
H -0.65361 1.35534 3.13816 0.9754 -0.8128 -0.8746 0.35
H 0.85445 0.36372 3.15795 -0.8968 0.6118 -1.2396 0.39
H 1.77024 1.72098 1.23124 -1.6753 -0.2199 -0.3280 0.22
H 0.57777 2.86150 1.97006 0.1338 -1.3000 -0.9244 0.18
H -1.11180 2.33336 0.40412 0.4382 -0.3257 0.1497 0.49
H 0.29218 2.66142 -0.39055 -0.4748 0.0594 0.2496 0.33
H 0.75038 0.64630 -1.19801 -0.8474 -0.2030 0.9689 0.36
H -1.03911 0.86720 -1.38558 1.1706 -0.2154 1.0165 0.40
H 2.38560 -0.52523 1.90295 0.4572 -0.4779 -1.1702 0.54
C 5.00656 -0.23329 -5.62726 -0.7201 -0.1916 0.0294 -0.76
C 3.56677 -0.60410 -5.52275 0.0398 -0.0182 0.0434 0.37
N 2.45350 -0.89783 -5.43227 0.8718 0.2876 -0.0336 -0.40
H 5.56474 -1.04377 -6.09690 -0.0929 0.0440 0.0242 0.28
H 5.11390 0.66898 -6.22982 -0.0520 -0.0771 0.0406 0.31
H 5.41452 -0.04864 -4.63282 -0.0906 -0.0171 -0.0510 0.23
C -4.18878 -2.60963 0.69073 0.4471 -0.0661 0.6546 -0.31
C -3.37965 -2.69976 1.94047 0.2048 -0.0874 0.4070 0.52
N -2.75253 -2.76987 2.91330 -0.8002 0.1154 -1.2651 -0.56
H -5.11840 -3.16820 0.80962 0.0633 0.0490 0.0230 -0.13
H -4.42529 -1.56638 0.47674 0.0122 -0.0608 0.0592 0.39
H -3.62726 -3.02684 -0.14594 -0.0362 0.0115 0.0809 0.11
C -6.15600 -6.28680 1.10765 0.6944 -0.4808 -0.4608 -0.92
C -5.46807 -6.17193 -0.20823 0.1275 -0.0156 -0.3713 0.54
N -4.93232 -6.08244 -1.23384 -0.7410 -0.0190 1.2885 -0.53
H -5.73744 -7.12075 1.67402 0.0704 -0.0103 -0.1790 0.34
H -6.02227 -5.36966 1.67518 -0.0089 -0.1808 -0.0720 0.31
H -7.22000 -6.45849 0.95530 0.1371 0.0692 -0.0039 0.34
C -1.84962 -5.18304 -0.93363 0.5857 0.0362 0.7009 -0.30
C -0.90763 -5.22796 0.22105 1.1595 -0.1397 1.3929 0.46
N -0.17158 -5.27609 1.13112 -1.7348 0.2075 -2.1724 -0.51
H -1.74369 -4.23437 -1.46289 0.0518 -0.0617 0.0196 0.25
H -1.63242 -6.00006 -1.62185 -0.0396 0.0519 0.0787 0.40
H -2.87502 -5.28035 -0.58011 0.1320 -0.0751 -0.0697 -0.26
C 0.14899 4.61515 4.36320 -0.4442 0.2046 -0.5861 -0.73
C -0.64938 4.98382 3.15892 -0.2474 0.1317 -0.3227 0.41
N -1.26671 5.27068 2.21931 0.8363 -0.4719 1.0385 -0.49
H -0.44067 3.97515 5.02015 0.0177 0.0805 -0.0547 0.29
H 1.04897 4.07987 4.05839 -0.0326 0.0755 0.0377 0.23
H 0.43782 5.51378 4.90864 -0.0107 -0.0870 -0.0403 0.39
C -0.79011 1.34622 -4.77144 -1.0201 0.1306 -0.4392 -0.54
C -2.22771 0.95968 -4.64324 -1.5385 -0.3552 0.0966 0.30
N -3.37787 0.66777 -4.54096 8.8469 -1.9956 5.6539 -0.38
H -0.23412 0.54435 -5.25951 -0.0454 0.0312 0.0450 0.19
H -0.70194 2.25885 -5.36645 0.1671 -0.0709 0.0480 0.28
H -0.35902 1.51986 -3.78447 -0.0446 -0.0186 -0.0654 0.06
C 9.02008 0.57673 3.99559 -0.6148 0.3973 0.1183 -0.86
C 7.78820 1.37752 4.24548 -0.3352 0.2334 0.0791 0.36
N 6.83072 2.00037 4.43972 1.1609 -0.7860 -0.2807 -0.40
H 9.38788 0.76790 2.98708 -0.0696 0.0263 0.0779 0.28
H 9.79234 0.85136 4.71453 -0.1003 0.0130 -0.0370 0.33
H 8.79845 -0.48591 4.09888 -0.0314 0.0980 0.0125 0.28
C -6.24230 1.14970 -7.77066 0.5204 -0.2009 0.5383 -0.87
C -5.39974 1.05995 -6.54195 0.6261 -0.2201 0.5265 0.34
N -4.73213 0.98922 -5.57973 -7.5310 2.6592 -6.5032 -0.14
H -6.05570 2.09663 -8.27794 0.0212 -0.0610 0.0847 0.26
H -6.00193 0.32895 -8.44825 -0.0138 0.0650 0.0598 0.26
H -7.29703 1.09159 -7.50075 0.1028 0.0046 0.0347 0.27
C -8.22840 -2.80144 -1.36538 0.1690 -0.3332 0.6237 -0.88
C -7.89915 -3.49857 -0.09013 0.0575 -0.2088 0.3543 0.42
N -7.64290 -4.04277 0.90167 -0.6732 1.3420 -1.3674 -0.46
H -8.61862 -1.80566 -1.15295 0.0281 -0.0985 0.0477 0.30
H -7.33187 -2.70987 -1.97960 -0.0418 -0.0574 0.0765 0.28
H -8.98003 -3.36933 -1.91425 0.0697 0.0003 0.0872 0.31
C 0.57788 7.47326 -0.46517 -0.0043 -0.6742 -0.1872 -0.79
C 0.56618 6.03470 -0.84876 -0.0335 -0.3572 -0.0679 0.32
N 0.55706 4.91596 -1.14649 -0.0002 0.9868 0.5247 -0.44
H 0.07323 7.60393 0.49289 -0.0024 -0.1301 -0.0809 0.26
H 1.60634 7.82485 -0.37809 -0.0578 -0.0930 -0.0418 0.28
H 0.06217 8.06283 -1.22362 0.0309 -0.1090 0.0252 0.29
C 4.65962 2.98191 6.73235 -0.6376 0.4716 0.0596 -0.65
C 3.42744 3.78630 6.95990 -0.3142 0.1502 0.1570 0.32
N 2.46468 4.40578 7.13689 1.0136 -0.6906 -0.3460 -0.41
H 5.03712 3.16710 5.72694 0.0023 -0.0513 0.1065 0.22
H 5.42658 3.25695 7.45680 -0.1025 0.0245 -0.0405 0.30
H 4.43508 1.92016 6.83748 -0.0239 0.0965 -0.0041 0.27
```
Forces are in eV/Å.

Summary:
* HOMO level: -9.1 eV
* LUMO level: -1.881 eV
* charge: +1
* strongest force on any atom: 10.7 eV/A


Entry 2:
Computed, not measured: a structure of composition C27H23I2InN3O8S, with the ωB97M-V functional and the def2-TZVPD basis.

XYZ file:
```
65
Properties=species:S:1:pos:R:3:forces:R:3:nbo_charge:R:1
In 0.61975 0.02448 0.56562 -0.0638 0.0967 0.0080 1.90
I -6.33374 -1.93278 1.93180 -0.0217 -0.0101 0.0110 0.17
C -4.62352 -0.98155 1.21905 0.0151 0.0104 -0.0270 -0.19
C -4.32565 -1.01315 -0.13519 0.0037 0.0043 0.0294 -0.25
C -3.16437 -0.41232 -0.59640 -0.0195 -0.0190 -0.0085 -0.23
I -2.69789 -0.52463 -2.62203 0.0061 0.0049 0.0004 0.17
C -2.27497 0.23597 0.26993 0.0105 0.0110 -0.0084 0.37
O -1.15112 0.78977 -0.17255 0.0198 0.0072 0.0197 -0.89
C -2.60585 0.25926 1.63852 -0.0129 -0.0079 -0.0186 -0.15
C -1.65207 0.91400 2.59329 0.0310 0.0088 0.0421 -0.23
N -0.35633 0.19027 2.65171 -0.0070 -0.0304 0.0115 -0.68
C -0.43555 -1.15354 3.23331 -0.0054 0.0122 0.0219 -0.27
C -0.80790 -2.18696 2.19670 0.0148 0.0460 0.0061 0.25
C -1.60514 -3.27563 2.50104 0.0109 -0.0084 -0.0081 -0.24
C -1.88358 -4.20074 1.50937 0.0007 0.0045 0.0106 -0.11
C -1.35115 -4.01522 0.24255 0.0017 0.0029 0.0043 -0.24
C -0.56486 -2.90487 0.01164 0.0067 -0.0379 0.0061 0.08
N -0.29798 -2.01238 0.97380 -0.0332 -0.0384 -0.0358 -0.57
C -3.76749 -0.34113 2.09991 0.0235 -0.0076 0.0030 -0.22
H -4.98709 -1.51117 -0.83049 -0.0004 -0.0027 -0.0013 0.24
H -1.42129 1.92839 2.26972 -0.0170 0.0013 -0.0174 0.24
H -2.09318 0.95628 3.59330 0.0034 0.0048 -0.0015 0.20
H 0.32107 0.73902 3.17010 -0.0059 0.0202 -0.0163 0.42
H 0.55443 -1.40667 3.62530 -0.0080 -0.0095 0.0035 0.25
H -1.14637 -1.19074 4.06326 -0.0072 -0.0002 -0.0129 0.21
H -2.01676 -3.37950 3.49579 -0.0028 0.0057 0.0030 0.24
H -2.51967 -5.05007 1.72008 -0.0014 -0.0030 -0.0018 0.24
H -1.55329 -4.70639 -0.56255 0.0039 0.0004 -0.0033 0.24
H -0.14065 -2.70525 -0.96127 -0.0087 0.0104 -0.0088 0.24
H -3.99726 -0.31201 3.15858 -0.0087 -0.0014 -0.0004 0.22
O 2.43010 4.12734 1.46491 0.0024 -0.0073 -0.0006 -0.64
C 1.83853 3.04451 0.98602 -0.0059 0.0295 0.0181 0.80
O 0.87273 2.51652 1.47629 -0.0069 -0.0185 -0.0140 -0.57
C 2.47521 2.54728 -0.27822 0.0038 -0.0088 0.0139 0.11
C 3.52012 3.20703 -0.90501 0.0053 0.0040 0.0029 -0.16
C 4.00416 2.68444 -2.09131 -0.0204 -0.0210 -0.0018 -0.12
C 3.40917 1.54933 -2.62182 0.0190 0.0185 0.0158 -0.18
C 2.36823 0.95698 -1.92701 -0.0166 -0.0215 0.0020 0.10
N 1.93342 1.43907 -0.76689 -0.0092 0.0256 -0.0245 -0.44
C 1.61238 -0.26485 -2.38466 0.0112 -0.0088 -0.0280 0.82
O 1.83117 -0.74547 -3.59468 0.0133 0.0177 0.0184 -0.61
O 0.79878 -0.79194 -1.66726 0.0241 0.0175 -0.0108 -0.56
H 1.96665 4.40865 2.26981 0.0070 0.0014 -0.0069 0.52
H 3.93758 4.09950 -0.46405 0.0019 -0.0009 -0.0031 0.26
H 4.83058 3.15738 -2.60304 0.0004 0.0006 -0.0011 0.25
H 3.78444 1.14104 -3.55057 -0.0020 -0.0022 -0.0003 0.23
H 2.45868 -0.21682 -4.10283 -0.0087 -0.0137 -0.0050 0.50
C 3.20724 -5.07306 5.66551 0.0009 -0.0141 0.0024 -0.64
C 3.22351 -4.00600 4.60892 0.0034 0.0248 -0.0101 0.02
C 2.62037 -4.21048 3.37249 -0.0061 0.0110 -0.0129 -0.21
C 2.65864 -3.23452 2.38540 -0.0101 -0.0196 0.0285 -0.21
C 3.30867 -2.03934 2.64545 0.0627 0.0172 -0.0105 -0.30
C 3.92917 -1.81274 3.86874 0.0055 -0.0051 0.0106 -0.18
C 3.87760 -2.79374 4.84043 0.0040 -0.0074 0.0103 -0.21
S 3.29905 -0.74526 1.45562 -0.1634 -0.0074 -0.0242 2.40
O 4.62371 -0.25944 1.22782 0.0515 0.0011 -0.0052 -0.92
O 2.57615 -1.26914 0.27003 0.0726 -0.0511 -0.0116 -1.01
O 2.36768 0.29511 2.01057 0.0276 -0.0302 0.0368 -1.04
H 2.43210 -5.81265 5.47196 -0.0003 -0.0029 -0.0004 0.22
H 3.03992 -4.64685 6.65435 0.0008 0.0016 0.0000 0.23
H 4.16597 -5.59419 5.69237 0.0002 -0.0024 0.0029 0.24
H 2.11872 -5.14943 3.17207 0.0015 -0.0045 0.0015 0.22
H 2.19787 -3.39983 1.42139 -0.0024 0.0015 -0.0040 0.24
H 4.44628 -0.87951 4.05137 0.0022 -0.0014 0.0014 0.24
H 4.35762 -2.62345 5.79635 0.0022 0.0017 -0.0008 0.22
```
Forces are in eV/Å.

Summary:
* HOMO level: -10.1 eV
* LUMO level: -3.795 eV
* charge: +1
* relative energy (zero: lowest compared OMol25 entry of this formula, charge and spin): 0.0 kcal per mole
* strongest force on any atom: 0.2 eV/A


Entry 3:
Computed, not measured: a structure of composition C18H28IIrN5, with the ωB97M-V functional and the def2-TZVPD basis.

XYZ file:
```
53
Properties=species:S:1:pos:R:3:forces:R:3:nbo_charge:R:1
Ir -0.34711 0.19043 -0.45202 -0.1231 -0.4419 0.5342 1.41
N -0.99161 -1.30254 1.36748 0.1556 0.0361 -0.0291 -0.80
C -0.19106 -2.52827 1.25801 -0.0068 -0.0449 -0.0080 -0.24
C -0.45601 -3.16479 -0.09055 0.0388 0.0084 -0.0022 -0.24
N -0.28387 -2.19357 -1.20155 0.0029 0.0057 -0.0719 -0.46
C -1.38147 -2.33223 -2.18418 0.0129 -0.0002 -0.0348 -0.24
C -2.67379 -1.72460 -1.68004 0.0117 0.0106 0.0102 -0.24
N -2.47585 -0.27918 -1.44659 0.0218 0.0512 -0.1380 -0.85
C 1.02612 -2.40175 -1.85714 -0.0011 0.0680 0.0291 -0.24
C 1.42698 -1.20856 -2.70064 -0.0211 -0.0118 0.0297 -0.24
N 1.40788 0.00345 -1.85421 -0.0258 0.0926 -0.1116 -0.85
H -0.77313 -0.78249 2.21123 0.0248 -0.0216 0.0116 0.41
H -1.98387 -1.51927 1.40607 -0.0136 0.0455 0.0008 0.39
H -0.42045 -3.24569 2.04886 0.0130 0.0062 0.0063 0.23
H 0.85794 -2.25080 1.35803 0.0040 0.0227 -0.0024 0.21
H -1.47023 -3.56502 -0.11764 -0.0137 0.0557 0.0153 0.21
H 0.21167 -4.01707 -0.23303 -0.0315 -0.0357 -0.0209 0.23
H -1.52710 -3.38496 -2.44676 -0.0140 -0.0023 0.0178 0.23
H -1.09746 -1.81380 -3.10114 0.0061 -0.0242 -0.0088 0.21
H -2.98977 -2.18321 -0.74340 0.0105 0.0053 0.0072 0.20
H -3.46819 -1.90878 -2.40451 -0.0002 0.0005 -0.0007 0.24
H -3.21291 0.08621 -0.85162 0.0041 0.0138 -0.0087 0.40
H -2.55142 0.23270 -2.32169 0.0081 0.0285 -0.0089 0.40
H 1.01676 -3.31170 -2.46589 -0.0088 -0.0001 -0.0014 0.23
H 1.76769 -2.54853 -1.06875 0.0011 -0.0077 0.0038 0.21
H 0.73790 -1.04885 -3.52831 0.0147 -0.0046 -0.0124 0.21
H 2.41387 -1.37346 -3.13476 0.0064 -0.0037 0.0193 0.24
H 1.46176 0.84812 -2.42127 -0.0133 0.0097 -0.0029 0.42
H 2.22357 0.03522 -1.24807 -0.0045 0.0174 0.0076 0.41
C 3.81195 -0.08979 2.08725 -0.0015 -0.0038 -0.0083 -0.22
C 3.63526 0.96344 2.97357 -0.0027 0.0138 0.0085 -0.12
C 2.47859 1.71783 2.90436 0.0202 -0.0031 -0.0020 -0.21
C 1.51769 1.41813 1.94226 -0.0248 0.0133 -0.0190 0.20
N 1.69476 0.39866 1.08963 -0.0631 -0.0146 0.0326 -0.50
C 2.80999 -0.33221 1.16995 0.0162 0.0045 -0.0022 0.02
C 0.23561 2.15059 1.81749 0.0236 -0.0226 0.0291 -0.12
C 0.00877 3.35161 2.48026 0.0026 -0.0074 0.0128 -0.17
C -1.21714 3.99549 2.38062 0.0094 -0.0073 0.0005 -0.16
C -2.24233 3.43435 1.63382 -0.0114 -0.0165 -0.0035 -0.21
C -2.02443 2.23959 0.96146 -0.0141 0.0237 0.0311 -0.17
C -0.77654 1.61411 1.00703 0.0231 0.1105 -0.2626 -0.35
H 4.69653 -0.70973 2.11015 0.0001 0.0003 -0.0036 0.25
H 4.38822 1.18876 3.71669 0.0000 -0.0015 0.0007 0.25
H 2.31987 2.52369 3.60499 -0.0003 -0.0034 -0.0006 0.24
H 2.90625 -1.15688 0.46883 -0.0040 -0.0012 0.0012 0.19
H 0.78971 3.80771 3.07334 -0.0115 0.0074 0.0032 0.23
H -1.37419 4.93066 2.90053 -0.0024 -0.0004 0.0015 0.24
H -3.20696 3.92067 1.57501 0.0044 0.0093 0.0037 0.24
H -2.84127 1.82174 0.38429 0.0085 0.0084 -0.0062 0.19
I 0.50056 3.59428 -1.91842 0.0592 -0.0345 0.0407 0.30
C -1.15067 2.65471 -2.63015 -0.1100 0.0581 -0.1363 -0.63
H -1.12736 2.33921 -3.66420 0.0099 -0.0021 0.0247 0.20
H -2.08973 2.91637 -2.16469 0.0102 -0.0103 0.0239 0.20
```
Forces are in eV/Å.

Summary:
* HOMO level (spin up / spin down): -13.6 / -14.4 eV
* LUMO level (spin up / spin down): -5.393 / -8.145 eV
* charge: +2
* spin multiplicity: 6
* relative energy (zero: lowest compared OMol25 entry of this formula, charge and spin): 0.0 kcal per mole
* strongest force on any atom: 0.7 eV/A
* <S²>: 8.769


Entry 4:
Computed, not measured: a cluster of 2 separate species, C6H11N2OP in total at a distorted geometry, with the ωB97M-V functional and the def2-TZVPD basis.

XYZ file:
```
21
Properties=species:S:1:pos:R:3:forces:R:3:nbo_charge:R:1
C -1.49252 1.71068 -0.24771 0.4347 1.6352 1.9129 -0.21
C -0.86894 1.43660 0.91624 -0.4260 1.5730 -1.5611 -0.27
C 1.06031 -0.70407 0.35836 -2.1756 -0.3219 0.9194 0.62
C -2.29822 0.52417 -0.67086 0.1690 0.9472 1.0391 -0.26
C -0.97554 0.09221 1.23770 2.3366 -2.6489 0.6451 -0.03
C 3.55257 -0.14680 0.12071 -0.3903 2.7155 1.8367 -0.43
N -1.95327 -0.47673 0.42203 0.2083 0.5508 -1.7230 -0.71
N 2.20308 -0.14823 0.82330 0.4186 -0.7999 -1.1719 -0.66
O 0.87731 -1.63002 -0.39074 0.4597 0.7248 -0.0038 -0.62
P -2.14722 -2.14885 0.16864 -0.7797 -1.1402 -0.8516 0.56
H -1.33473 2.73084 -0.63686 -0.8552 -0.8418 -0.4385 0.22
H -0.38419 2.10720 1.58023 0.6936 0.6586 0.0586 0.21
H -3.37668 0.66488 -0.61938 -0.1661 0.2779 0.0078 0.21
H -2.06962 0.43986 -1.72588 0.3398 -1.6800 -0.3148 0.22
H -0.73720 -0.16160 2.29116 -0.8600 -0.6269 -0.9236 0.23
H 4.10530 0.62270 0.84716 -0.2668 -2.3649 -1.5685 0.21
H 4.00461 -1.12797 -0.11750 -0.3494 0.6236 0.7602 0.23
H 3.46595 0.45521 -0.78720 -0.0694 -0.3954 -0.2280 0.20
H 1.98656 0.66826 1.35268 0.3083 0.4210 0.2624 0.39
H -2.25270 -2.26605 -1.31738 0.3643 0.3785 1.3032 -0.04
H -3.59981 -2.26969 0.24708 0.6056 0.3137 0.0396 -0.07
```
Forces are in eV/Å.

Summary:
* HOMO level (spin up / spin down): -6.7 / -6.7 eV
* LUMO level (spin up / spin down): 0.616 / 0.616 eV
* relative energy (zero: lowest compared OMol25 entry of this formula, charge and spin): 85.2 kcal per mole
* strongest force on any atom: 3.6 eV/A